Run w
{
  "formula": "C4H26BO21",
  "method": "ωB97M-V/def2-TZVPD",
  "elements": ["O", "C", "O", "B", "O", "C", "O", "O", "C", "O", "C", "O", "O", "O", "H", "H", "O", "H", "H", "O", "H", "H", "O", "H", "H", "O", "H", "H", "O", "H", "H", "O", "H", "H", "O", "H", "H", "O", "H", "H", "O", "H", "H", "O", "H", "H", "O", "H", "H", "O", "H", "H"],
  "positions_angstrom": [[2.52787, 0.82971, -2.71621], [1.43387, 0.87771, -2.12121], [0.55787, 0.01671, -2.36021], [-0.52813, 0.28771, -1.36221], [0.03687, 1.37571, -0.53321], [1.19387, 1.60571, -0.95621], [2.02487, 2.04871, -0.21121], [-0.86713, -0.93829, -0.56221], [-2.08713, -1.03629, -0.68221], [-2.67613, -1.93929, -0.07121], [-2.72113, -0.05129, -1.52521], [-1.78813, 0.66671, -1.97721], [-3.94913, 0.20071, -1.54321], [3.57087, 4.18071, -2.87321], [2.82887, 4.53671, -3.39121], [3.16487, 3.56571, -2.28521], [-4.94413, -2.72629, 1.50579], [-5.29513, -3.25829, 0.77879], [-5.25013, -1.84329, 1.23279], [-2.51713, -4.62329, 0.29979], [-2.76213, -3.69529, 0.10479], [-2.77013, -4.64529, 1.26379], [-5.55313, -0.21529, 0.73779], [-6.47513, -0.11929, 0.51779], [-5.01113, 0.10371, -0.00521], [3.62187, 0.05871, 0.30279], [4.32087, 0.40571, 0.80979], [3.06887, 0.81071, 0.16179], [-1.64313, 0.71171, 1.84579], [-1.05713, 1.09571, 1.18379], [-2.48413, 1.17071, 1.85079], [1.03487, -0.50629, 2.36879], [0.19087, -0.19529, 1.98979], [1.48387, 0.32371, 2.56879], [0.41087, 4.04071, 1.97679], [0.70487, 4.25071, 1.08379], [-0.32313, 4.63371, 1.96279], [-1.49213, -2.59429, 2.38579], [-0.76313, -2.65129, 1.75879], [-2.22213, -2.19329, 2.00779], [5.18487, 0.04871, -2.13721], [4.85787, 0.28171, -1.26221], [4.36687, 0.28271, -2.60921], [3.80787, 3.59471, 1.59379], [2.94687, 3.63271, 1.14779], [4.43187, 3.41471, 0.85579], [0.94687, -2.95829, 0.79879], [0.98187, -2.04429, 0.92979], [1.54887, -3.38029, 1.40579], [1.57687, -2.77529, -2.08721], [1.51087, -2.01029, -2.67421], [0.84187, -2.65329, -1.48421]],
  "lowdin_charge": [0.14, -0.42, 0.29, -0.76, 0.28, -0.45, 0.14, 0.29, -0.44, 0.11, -0.36, 0.31, 0.11, -0.04, 0.04, -0.02, -0.08, 0.04, -0.03, -0.11, -0.02, 0.05, -0.04, 0.05, 0.02, 0.00, 0.03, -0.03, -0.01, 0.02, 0.06, -0.04, 0.01, 0.05, -0.03, 0.03, 0.02, -0.03, -0.01, -0.04, -0.08, -0.02, 0.00, -0.07, -0.01, 0.05, -0.01, -0.03, 0.07, -0.04, 0.02, 0.00],
  "multiplicity": 1,
  "homo_lumo_gap_ev": 8.420,
  "total_charge": -1,
  "homo_ev": -7.2563,
  "lumo_ev": 1.2
}



Run x
{
  "formula": "C4H26BO21",
  "method": "ωB97M-V/def2-TZVPD",
  "elements": ["O", "C", "O", "B", "O", "C", "O", "O", "C", "O", "C", "O", "O", "O", "H", "H", "O", "H", "H", "O", "H", "H", "O", "H", "H", "O", "H", "H", "O", "H", "H", "O", "H", "H", "O", "H", "H", "O", "H", "H", "O", "H", "H", "O", "H", "H", "O", "H", "H", "O", "H", "H"],
  "positions_angstrom": [[-1.75815, 2.66069, -0.71007], [-1.16641, 1.57482, -0.95402], [-1.65213, 0.35236, -1.22806], [-0.50056, -0.51766, -1.47235], [0.74084, 0.32924, -1.53472], [0.43455, 1.60254, -1.10749], [1.14531, 2.64208, -0.96127], [-0.63633, -1.24042, -2.75919], [-0.31448, -2.55399, -2.55297], [-0.20232, -3.48264, -3.39099], [-0.28225, -2.73017, -1.02642], [-0.35979, -1.58313, -0.45383], [-0.15572, -3.83503, -0.46601], [1.82375, -0.94552, -7.45621], [1.20814, -1.63668, -7.70024], [1.35850, -0.43188, -6.79594], [-0.57677, -10.01368, -1.64476], [-0.61479, -10.45327, -0.79533], [-0.21400, -9.14921, -1.45159], [-0.15106, 3.98908, 3.79390], [-0.70826, 3.63968, 4.48936], [0.55091, 3.34481, 3.70231], [6.19530, 5.84707, -1.90089], [7.04876, 6.17302, -2.18652], [6.21876, 4.91019, -2.09568], [0.77028, -8.14425, 4.40047], [0.58044, -7.21301, 4.28651], [0.26295, -8.40008, 5.17079], [5.29289, 3.14099, 2.54202], [5.28632, 3.13523, 1.58486], [6.15155, 2.79008, 2.77823], [-4.07887, -0.03598, -5.33563], [-3.38146, -0.62561, -5.04895], [-3.95212, 0.04389, -6.28103], [-4.63406, -2.37234, 1.84128], [-4.32467, -3.02121, 2.47331], [-3.83765, -1.94314, 1.52861], [-1.19378, 7.46846, 1.90777], [-0.73990, 6.68016, 2.20579], [-2.12255, 7.27055, 2.02795], [-6.68521, 2.42894, -1.68215], [-6.73586, 2.72992, -0.77491], [-5.80994, 2.04950, -1.76061], [1.93925, -0.85169, 3.82946], [2.65134, -0.58541, 3.24786], [1.60703, -1.66338, 3.44605], [3.00388, 7.90539, 0.64376], [3.11754, 6.98573, 0.40389], [3.89538, 8.24551, 0.71981], [-1.23014, -4.57261, 4.73019], [-1.60754, -4.71289, 5.59860], [-1.65676, -5.22517, 4.17486]],
  "lowdin_charge": [0.08, -0.30, 0.22, -0.88, 0.18, -0.27, 0.07, 0.20, -0.30, 0.09, -0.40, 0.24, 0.09, -0.06, 0.03, 0.03, -0.06, 0.02, 0.03, -0.05, 0.03, 0.03, -0.05, 0.02, 0.03, -0.05, 0.02, 0.03, -0.05, 0.03, 0.02, -0.05, 0.03, 0.02, -0.05, 0.02, 0.03, -0.05, 0.02, 0.02, -0.06, 0.03, 0.03, -0.06, 0.03, 0.03, -0.05, 0.03, 0.02, -0.05, 0.03, 0.03],
  "multiplicity": 1,
  "homo_lumo_gap_ev": 9.109,
  "total_charge": -1,
  "homo_ev": -7.4684,
  "lumo_ev": 1.6
}



Which is most stable, and by how much? run w, by 0.251 eV.



Run w
{
  "formula": "C4H15N2O",
  "method": "ωB97M-V/def2-TZVPD",
  "elements": ["C", "N", "C", "N", "C", "C", "H", "H", "H", "H", "H", "H", "H", "H", "H", "H", "H", "H", "H", "H", "H", "O"],
  "positions_angstrom": [[1.37668, 1.73017, -1.16004], [0.64153, 0.76088, -1.79965], [1.20229, 1.68995, 0.31816], [-1.28955, -2.18436, 1.13352], [-1.93542, -2.78702, 0.03390], [1.53554, 0.35474, 0.99853], [0.95299, 2.71688, -1.51469], [2.45531, 1.72236, -1.41768], [0.64609, 0.87074, -2.81207], [-0.30197, 0.70165, -1.35112], [1.73888, 2.55180, 0.73552], [-1.59307, -2.51588, 2.06042], [-1.31043, -1.14614, 1.13048], [-2.96130, -3.09486, 0.31488], [-1.44758, -3.74866, -0.20062], [-1.97239, -2.10995, -0.82284], [0.64405, -0.19842, 1.20741], [2.12529, 0.50769, 1.89602], [2.12522, -0.25000, 0.29789], [-1.63111, 1.56788, 0.47649], [0.06944, 1.90727, 0.51598], [-1.07051, 0.95327, -0.04050]],
  "mulliken_spin": [0.00, 0.00, 0.00, 0.82, 0.05, 0.00, 0.00, 0.00, 0.00, 0.00, 0.00, -0.01, 0.00, 0.08, 0.07, 0.00, 0.00, 0.00, 0.00, 0.00, 0.00, 0.00],
  "multiplicity": 2,
  "homo_lumo_gap_ev": [5.817, 5.810],
  "total_charge": 2,
  "homo_ev": [-18.3745, -18.3748],
  "lumo_ev": [-12.6, -12.6]
}



Run x
{
  "formula": "C4H15N2O",
  "method": "ωB97M-V/def2-TZVPD",
  "elements": ["C", "N", "C", "N", "C", "C", "H", "H", "H", "H", "H", "H", "H", "H", "H", "H", "H", "H", "H", "H", "H", "O"],
  "positions_angstrom": [[1.74599, -0.86494, 1.38627], [1.23185, -1.43164, 2.68044], [0.49455, -0.14626, 0.72510], [0.92482, 0.41446, -0.61841], [-0.18547, 1.25676, -1.24517], [-0.06141, 0.85623, 1.66791], [2.44999, -0.02103, 1.32624], [2.19991, -1.68222, 0.72963], [0.83073, -0.70941, 3.41447], [0.46936, -2.17413, 2.72209], [-0.16984, -0.97771, 0.52220], [1.77814, 1.01760, -0.39490], [1.33705, -0.38251, -1.14547], [-0.88381, 1.61548, -0.47168], [0.16751, 2.13786, -1.83678], [-0.57251, 0.63860, -2.00869], [-0.05900, 1.95124, 1.54720], [-1.16400, 0.66820, 1.81491], [0.25852, 0.72713, 2.69856], [-4.20234, -0.49082, -4.69438], [-3.11933, -1.56980, -4.66103], [-3.47071, -0.83309, -4.15851]],
  "mulliken_spin": [0.04, 0.90, 0.07, 0.00, 0.01, 0.01, 0.01, 0.00, -0.02, -0.01, -0.01, 0.00, 0.00, 0.00, 0.00, 0.00, 0.00, 0.01, -0.01, 0.00, 0.00, 0.00],
  "multiplicity": 2,
  "homo_lumo_gap_ev": [8.545, 3.034],
  "total_charge": 2,
  "homo_ev": [-15.8957, -15.8957],
  "lumo_ev": [-7.4, -12.9]
}



Which is most stable, and by how much? run x, by 4.251 eV.



Run w
{
  "formula": "H16O8",
  "method": "ωB97M-V/def2-TZVPD",
  "elements": ["O", "H", "H", "O", "H", "H", "O", "H", "H", "O", "H", "H", "O", "H", "H", "O", "H", "H", "O", "H", "H", "O", "H", "H"],
  "positions_angstrom": [[-2.52866, -0.30796, 1.48338], [-1.67453, 0.05581, 1.25020], [-2.84651, 0.25787, 2.18697], [-0.04506, 0.37844, 0.26374], [-0.24878, -0.34953, -0.32345], [0.90024, 0.50047, 0.17570], [2.98961, 2.51220, 1.77360], [3.01652, 2.24888, 2.69347], [2.60494, 1.76197, 1.32037], [-1.20026, 2.62989, 1.72913], [-0.63764, 1.86797, 1.59068], [-1.89667, 2.53523, 1.07930], [-2.55291, -1.28295, -2.11445], [-1.77818, -1.18488, -2.66800], [-2.94382, -0.40951, -2.09181], [-0.08051, -0.55724, -2.72969], [0.74959, -1.02341, -2.63046], [0.12329, 0.17444, -3.31221], [2.66187, 0.57007, -0.31413], [2.94092, 1.08010, -1.07455], [3.30200, -0.13893, -0.25268], [-0.57765, -3.72044, 0.40146], [-0.17724, -4.54707, 0.67088], [-0.10067, -3.05145, 0.89255]],
  "lowdin_charge": [-0.05, -0.04, 0.03, -0.05, 0.03, -0.01, -0.05, 0.03, -0.02, -0.05, -0.01, 0.03, -0.06, -0.03, 0.03, -0.03, 0.06, 0.06, -0.03, 0.08, 0.08, -0.05, 0.03, 0.02],
  "multiplicity": 1,
  "homo_lumo_gap_ev": 10.088,
  "homo_ev": -10.5526,
  "smiles": "O.O.O.O.O.O.O.O",
  "lumo_ev": -0.5
}



Run x
{
  "formula": "H16O8",
  "method": "ωB97M-V/def2-TZVPD",
  "elements": ["O", "H", "H", "O", "H", "H", "O", "H", "H", "O", "H", "H", "O", "H", "H", "O", "H", "H", "O", "H", "H", "O", "H", "H"],
  "positions_angstrom": [[-0.43368, -0.19952, 0.91661], [-1.18421, 0.15040, 0.42342], [-0.60427, -1.14705, 0.96225], [4.27946, 0.00349, -0.90330], [3.73338, -0.70108, -0.53672], [4.31786, 0.66077, -0.19939], [-0.21831, -3.00915, -1.35034], [0.22056, -3.86252, -1.44059], [0.24999, -2.58011, -0.62535], [-5.27434, -0.54933, -0.12611], [-5.18835, 0.26406, 0.38379], [-4.94778, -0.31292, -1.00158], [2.98128, 1.46256, -1.13739], [2.11317, 1.58387, -0.73656], [3.41204, 2.31771, -1.02717], [1.74609, -1.51518, 3.12668], [1.36178, -0.70544, 3.48109], [1.59657, -1.44953, 2.17677], [-1.63462, 4.29818, 0.27645], [-1.27712, 3.83286, -0.48818], [-1.29794, 5.19644, 0.18283], [-1.15893, -1.49153, -1.05214], [-1.67327, -1.71833, -0.26919], [-1.11933, -0.52864, -1.03589]],
  "lowdin_charge": [-0.06, 0.03, 0.03, -0.10, 0.04, 0.04, -0.10, 0.06, 0.05, -0.06, 0.03, 0.03, -0.09, 0.05, 0.06, -0.06, 0.04, 0.01, -0.06, 0.03, 0.04, -0.13, 0.07, 0.05],
  "multiplicity": 1,
  "homo_lumo_gap_ev": 8.800,
  "homo_ev": -9.1373,
  "smiles": "O.O.O.O.O.O.O.O",
  "lumo_ev": -0.3
}



Run y
{
  "formula": "H16O8",
  "method": "ωB97M-V/def2-TZVPD",
  "elements": ["O", "H", "H", "O", "H", "H", "O", "H", "H", "O", "H", "H", "O", "H", "H", "O", "H", "H", "O", "H", "H", "O", "H", "H"],
  "positions_angstrom": [[-1.82930, -2.07944, 0.73812], [-2.57411, -1.81385, 1.28374], [-2.09557, -2.05651, -0.18667], [2.15493, 1.22740, 2.35031], [1.51981, 1.67745, 2.91340], [1.59234, 0.60003, 1.88147], [-0.60419, 2.13858, -0.60747], [-1.24490, 2.83258, -0.40283], [0.31206, 2.46901, -0.41732], [-1.80929, 0.20185, -2.07686], [-1.21747, 0.88530, -1.69691], [-1.67375, 0.27716, -3.01273], [0.05472, -0.21700, 1.01846], [-0.51611, -0.96213, 1.21043], [-0.49588, 0.39739, 0.52046], [-0.49795, -4.45131, 0.27811], [-0.96022, -4.18577, 1.08878], [0.00672, -5.23028, 0.54549], [1.23338, 0.46186, -1.62707], [0.55712, 0.01674, -2.15136], [1.24316, 0.04352, -0.75770], [2.04204, 2.85079, -0.47288], [2.45554, 2.90995, 0.41257], [2.34693, 2.00668, -0.83154]],
  "lowdin_charge": [-0.04, 0.07, 0.07, -0.06, 0.04, -0.01, -0.09, 0.08, 0.03, -0.07, -0.02, 0.03, -0.06, 0.01, 0.02, -0.08, 0.02, 0.04, -0.05, 0.04, 0.03, -0.06, 0.06, 0.03],
  "multiplicity": 1,
  "homo_lumo_gap_ev": 11.397,
  "homo_ev": -11.0664,
  "smiles": "O.O.O.O.O.O.O.O",
  "lumo_ev": 0.3
}



Run z
{
  "formula": "H16O8",
  "method": "ωB97M-V/def2-TZVPD",
  "elements": ["O", "H", "H", "O", "H", "H", "O", "H", "H", "O", "H", "H", "O", "H", "H", "O", "H", "H", "O", "H", "H", "O", "H", "H"],
  "positions_angstrom": [[-2.15755, -1.77733, 0.83721], [-3.02740, -1.63095, 0.61672], [-1.93644, -2.71082, 0.55098], [2.30024, -1.41666, 1.18704], [2.97389, -0.72964, 0.79082], [1.57615, -1.22156, 0.69271], [0.08946, -0.79146, -0.17740], [0.18468, 0.13478, -0.21427], [-0.76898, -1.00878, 0.10859], [0.18788, 1.81330, -0.55691], [0.88414, 2.16126, 0.02087], [-0.53305, 2.32651, -0.26049], [0.50397, -1.54820, -2.82755], [0.26633, -1.72345, -2.00159], [0.31554, -0.65274, -2.87289], [-1.84791, 0.51094, 2.31063], [-1.93412, -0.21084, 1.70636], [-2.76760, 0.70615, 2.71553], [0.80683, 1.05512, -3.27790], [0.11863, 1.60150, -3.67244], [0.65923, 0.98853, -2.42566], [1.67141, 1.52203, 2.24093], [1.27575, 0.89059, 1.52118], [1.15895, 1.71173, 2.98754]],
  "lowdin_charge": [-0.02, 0.03, 0.14, -0.06, 0.11, -0.11, -0.02, -0.03, -0.01, -0.01, 0.07, 0.06, 0.02, -0.08, -0.06, -0.08, -0.05, 0.09, 0.02, 0.08, -0.09, -0.07, 0.06, 0.00],
  "multiplicity": 1,
  "homo_lumo_gap_ev": 10.320,
  "homo_ev": -10.4865,
  "smiles": "O.O.O.O.O.O.O.O",
  "lumo_ev": -0.2
}



Which is most stable, and by how much? run y, by 0.998 eV.